Density functional theory data (ωB97M-V with the def2-TZVPD basis set) for a structure of composition C42H34MnN6O4PSTe in a non-equilibrium geometry.

Output
E_LUMO (alpha / beta)   -1.4829 / 0.0252 eV
⟨S²⟩   6.280
Charge   0
Maximum force   0.0308 hartree/bohr
Multiplicity   5
Gap between HOMO and LUMO (alpha / beta)   5.4 / 7.1 eV
Highest occupied orbital energy (alpha / beta)   -6.93 / -7.07 eV

Element x y z (Å)
Te 1.801 2.096 0.928
Mn 0.230 0.134 -0.128
S 4.385 2.361 2.974
P 0.416 -1.430 1.637
O 0.101 1.010 -1.783
O -0.973 2.244 0.073
O -1.510 0.021 2.297
O -2.888 -0.574 -2.001
N -0.890 2.743 -1.111
N -3.611 -0.243 1.389
N 1.528 -2.536 0.870
N -1.806 -0.415 0.046
N -0.352 2.182 -2.096
N 1.834 -1.193 -0.986
C 5.555 0.221 2.261
C 3.571 -3.000 -2.127
C -2.555 -4.790 2.724
C -2.387 6.618 -1.756
C -6.110 -3.358 -1.443
C -0.773 -2.746 2.093
C -1.517 4.933 -0.266
C 5.698 1.267 3.118
C -7.299 1.809 -0.329
C -2.011 6.213 -0.479
C -4.210 -0.417 0.073
C 3.305 -1.789 -2.767
C -1.779 4.457 -2.624
C -2.269 5.737 -2.823
C -4.555 1.974 -0.673
C 2.629 -0.379 5.559
C -4.803 -2.737 0.921
C 2.953 -1.536 4.863
C -1.274 -3.578 1.091
C 2.976 -3.282 -0.921
C -5.548 -2.103 -1.270
C -5.372 -3.997 0.749
C -2.072 -3.950 3.723
C -4.894 -1.780 -0.079
C -5.351 3.085 -0.916
C -2.256 -0.189 1.324
C -1.186 -2.926 3.411
C -2.898 -0.453 -0.801
C -6.729 3.002 -0.751
C 2.426 -0.931 -2.163
C -1.406 4.077 -1.346
C 0.924 0.113 3.933
C 1.609 0.439 5.097
C -6.027 -4.311 -0.431
C 2.277 -1.861 3.696
C 1.261 -1.038 3.214
C 2.117 -2.330 -0.353
C -6.497 0.698 -0.085
C 4.371 0.326 1.462
C -2.157 -4.603 1.408
C -5.117 0.769 -0.265
C 3.635 1.447 1.728
H -2.773 7.617 -1.917
H -6.614 -3.595 -2.372
H -2.568 6.044 -3.818
H 6.497 1.460 3.824
H -6.950 -0.231 0.244
H 4.077 -0.403 0.713
H -3.249 -5.587 2.974
H -4.283 -2.501 1.843
H -2.097 6.896 0.358
H -6.464 -5.293 -0.568
H 1.352 1.346 5.633
H 2.557 -2.766 3.173
H -3.481 2.044 -0.782
H 0.127 0.747 3.580
H -7.356 3.866 -0.953
H -1.218 4.589 0.716
H 2.152 0.014 -2.617
H -1.692 3.754 -3.445
H 4.243 -3.721 -2.577
H 1.649 -3.453 1.254
H -2.542 -5.244 0.623
H 3.744 -2.187 5.222
H -5.598 -1.371 -2.067
H 3.161 -4.213 -0.398
H 6.270 -0.595 2.187
H -0.973 -3.425 0.061
H -2.387 -4.091 4.750
H -8.374 1.738 -0.187
H -4.113 0.101 2.189
H -4.891 4.015 -1.232
H -5.298 -4.731 1.543
H 3.768 -1.524 -3.710
H -0.816 -2.266 4.187
H 3.183 -0.107 6.449

Charge distribution, Mulliken scheme, values in e: Te 0.02; Mn 0.16; S -0.14; P 1.71; O -0.35; O -0.37; O -0.58; O -0.72; N 1.43; N 0.38; N 0.56; N 1.27; N -0.99; N 0.07; C -0.79; C -0.35; C -0.48; C -0.43; C -0.91; C 0.24; C -0.16; C -0.42; C -0.91; C -0.68; C 3.41; C -0.82; C -0.06; C -0.69; C 0.18; C -0.53; C -0.27; C -0.69; C -0.42; C -0.95; C -0.06; C -0.85; C -0.78; C -1.03; C -0.63; C -0.84; C -0.43; C -1.10; C -0.49; C -0.48; C -0.20; C -0.16; C -0.77; C -0.45; C -0.44; C 0.11; C 0.30; C -0.25; C 0.02; C -0.82; C -0.80; C -0.13; H 0.40; H 0.39; H 0.37; H 0.38; H 0.46; H 0.42; H 0.45; H 0.48; H 0.39; H 0.42; H 0.41; H 0.23; H 0.08; H 0.42; H 0.41; H 0.46; H 0.48; H 0.47; H 0.41; H 0.39; H 0.40; H 0.41; H 0.51; H 0.45; H 0.36; H 0.34; H 0.41; H 0.39; H 0.28; H 0.40; H 0.45; H 0.45; H 0.46; H 0.39

=====

Density functional theory data (ωB97M-V with the def2-TZVPD basis set) for a structure of composition C50H27AsBrI4N5O2PbS4 in a non-equilibrium geometry.

Output
Relative energy (zero: lowest compared OMol25 entry of this formula, charge and spin)   25.6 kJ/mol
E_LUMO   2.8308 eV
Charge   -2
Maximum force   0.0929 hartree/bohr
Gap between HOMO and LUMO   5.5 eV
Highest occupied orbital energy   -2.69 eV

Element x y z (Å)
Pb -0.249 -0.396 0.566
I 8.562 -3.884 2.994
I 0.793 6.902 7.259
I 1.684 -4.358 -8.399
I -8.707 3.918 -1.964
Br -4.405 -1.108 -0.314
As -1.872 0.514 5.690
S -1.075 -1.382 6.562
S 0.262 0.107 5.980
S -2.706 1.683 7.193
S -2.218 0.540 3.674
O 0.536 -3.163 0.444
O 0.607 -4.930 -0.846
N -0.736 2.038 0.523
N -2.116 -2.638 -0.539
N 1.843 0.977 1.302
N -0.950 0.289 -1.677
N 1.677 -0.777 -1.012
C 1.475 -1.462 -2.118
C 0.714 -1.474 -5.356
C -4.065 2.444 -1.190
C 0.694 2.772 2.404
C 1.076 -3.466 -6.575
C -1.907 2.525 0.071
C -6.751 3.254 -1.600
C 0.301 -1.437 -2.907
C 2.968 0.218 1.515
C -0.070 3.504 4.677
C 5.962 -1.126 0.989
C -0.758 -0.524 -2.717
C 6.790 -2.993 2.229
C 1.046 -2.129 -6.531
C 4.670 -1.553 1.217
C 0.682 3.694 3.580
C 1.725 1.812 2.337
C -1.370 -3.664 -0.905
C 0.426 -2.187 -4.222
C -4.446 3.136 -2.290
C 1.569 4.811 3.486
C 0.030 -3.948 -0.351
C 2.884 -1.281 -0.470
C -1.857 -0.341 -3.615
C -2.406 3.754 0.863
C -1.844 -4.508 -1.873
C 5.554 -3.445 2.515
C 0.667 -4.274 -5.489
C -3.107 -4.406 -2.478
C -3.818 -3.271 -2.173
C 1.575 5.703 4.559
C -2.679 1.941 -1.011
C -0.044 4.395 5.792
C -0.415 2.890 1.643
C -3.294 -2.468 -1.132
C 0.733 5.523 5.682
C 3.431 -0.852 0.681
C -2.749 0.494 -3.066
C 2.591 -2.426 -2.394
C 2.866 1.711 3.177
C 3.577 0.625 2.719
C -5.763 3.531 -2.510
C -1.427 3.886 1.766
C -2.093 1.023 -1.887
C 7.014 -1.840 1.495
C 4.513 -2.717 1.963
C 0.400 -3.574 -4.299
C -6.337 2.572 -0.461
C 3.394 -2.329 -1.332
C -5.075 2.192 -0.199
H 4.418 0.102 3.267
H -5.862 4.109 -3.407
H -3.671 0.818 -3.505
H 2.140 5.047 2.634
H 4.336 -2.916 -1.335
H 2.149 6.626 4.542
H -4.784 -3.001 -2.610
H 0.760 -0.389 -5.296
H -3.701 3.368 -3.043
H 2.898 2.214 4.121
H -7.069 2.280 0.241
H -0.485 4.145 6.768
H 0.319 -4.101 -3.392
H 6.171 -0.193 0.458
H 3.521 -3.145 2.044
H -4.941 1.641 0.695
H -1.121 -5.287 -2.059
H 1.134 -1.561 -7.438
H 0.578 -5.339 -5.564
H 2.665 -3.127 -3.247
H -3.450 -5.127 -3.242
H -2.007 -0.923 -4.511
H -1.522 4.706 2.521
H 8.070 -1.582 1.356
H -0.657 2.652 4.740
H -3.239 4.365 0.777
H 5.364 -4.432 2.837

Charge distribution, Mulliken scheme, values in e: Pb 1.24; I -0.01; I 0.03; I -0.01; I 0.04; Br -0.10; As 0.54; S -0.34; S -0.19; S -0.54; S -0.32; O -0.47; O -0.83; N 0.00; N -0.06; N -0.42; N -0.16; N -0.48; C 1.43; C -0.18; C -0.24; C 1.27; C -0.03; C 0.53; C -0.46; C 0.93; C 0.41; C 0.98; C -0.17; C 0.60; C 0.15; C -0.76; C -0.72; C -0.69; C 0.35; C 0.55; C -1.00; C 0.04; C -0.44; C 0.13; C 0.25; C -1.23; C -1.70; C -0.24; C -0.70; C -1.05; C -0.67; C -0.39; C -0.71; C 1.04; C -0.63; C -0.05; C -0.01; C 0.02; C 1.26; C -1.26; C -1.03; C -1.32; C -1.11; C -0.50; C -0.92; C -0.25; C -0.61; C 0.24; C -0.28; C -0.46; C -1.31; C -0.73; H 0.25; H 0.38; H 0.53; H 0.60; H 0.33; H 0.33; H 0.44; H 0.49; H 0.50; H 0.53; H 0.42; H 0.32; H 0.95; H 0.44; H 0.54; H 0.90; H 0.53; H 0.38; H 0.46; H 0.33; H 0.35; H 0.49; H 0.24; H 0.31; H -0.27; H 0.56; H 0.41

=====

Density functional theory data (ωB97M-V with the def2-TZVPD basis set) for a cluster of 3 separate species, C2H5NOS3 in total in a non-equilibrium geometry.

Output
Relative energy (zero: lowest compared OMol25 entry of this formula, charge and spin)   313.3 kJ/mol
E_LUMO (alpha / beta)   -1.1807 / -2.2170 eV
Charge   0
Maximum force   0.0599 hartree/bohr
Gap between HOMO and LUMO (alpha / beta)   7.9 / 5.6 eV
Highest occupied orbital energy (alpha / beta)   -9.12 / -7.79 eV

Element x y z (Å)
S 0.659 1.962 1.163
S -1.677 0.251 1.564
S 2.171 -1.306 1.255
O -1.539 -1.206 -1.385
N -0.392 0.548 -2.479
C -0.057 0.491 0.815
C -0.906 -0.349 -1.833
H 0.549 -0.373 0.714
H 1.731 1.989 0.199
H -1.680 -1.081 1.398
H -0.226 1.479 -2.110
H 1.366 -2.403 0.699

Charge distribution, Mulliken scheme, values in e: S -0.13; S -0.11; S -0.34; O -0.39; N -0.56; C -0.10; C 0.74; H 0.12; H 0.17; H 0.18; H 0.29; H 0.13